Version A
A single C22H27N3O3 molecule, computed with ωB97M-V/def2-TZVPD.

As for the HOMO energy: -8.198 eV. Its HOMO-LUMO gap is 8.847 eV. As for the multiplicity: 1. The SMILES is CC/C(=N/NC(=O)c1ccccc1)c1ccc(OCCN2CCOCC2)cc1.

Each line ends with the Löwdin charge.
Cartesian coordinates (Å):
C (-4.840, -1.779, -1.937)  -0.092
H (-5.480, -2.042, -1.099)  0.071
H (-4.807, -0.695, -2.020)  0.058
H (-5.274, -2.183, -2.849)  0.071
C (-3.440, -2.355, -1.720)  -0.184
C (-2.816, -1.810, -0.461)  -0.269
N (-3.292, -2.283, 0.623)  0.104
N (-2.919, -1.859, 1.867)  0.057
C (-2.674, -0.624, 2.393)  -0.447
O (-2.288, -0.533, 3.544)  0.075
C (-2.972, 0.563, 1.548)  -0.157
C (-4.169, 0.662, 0.847)  -0.039
C (-4.445, 1.802, 0.113)  -0.080
C (-3.535, 2.845, 0.078)  -0.084
C (-2.356, 2.761, 0.800)  -0.073
C (-2.081, 1.630, 1.545)  -0.023
H (-1.174, 1.554, 2.124)  0.124
H (-1.653, 3.581, 0.786)  0.109
H (-3.750, 3.729, -0.504)  0.103
H (-5.376, 1.877, -0.429)  0.104
H (-4.885, -0.145, 0.884)  0.116
H (-2.945, -2.612, 2.547)  0.155
C (-1.731, -0.823, -0.605)  -0.190
C (-0.567, -0.945, 0.149)  -0.016
C (0.475, -0.048, 0.017)  0.001
C (0.362, 1.014, -0.875)  -0.263
C (-0.790, 1.127, -1.656)  0.007
C (-1.813, 0.215, -1.533)  -0.025
H (-2.698, 0.330, -2.139)  0.115
H (-0.858, 1.946, -2.355)  0.124
O (1.298, 1.983, -1.063)  -0.044
C (2.469, 1.976, -0.276)  -0.162
C (3.462, 0.861, -0.673)  -0.157
N (3.657, -0.065, 0.429)  -0.200
C (3.975, -1.432, 0.044)  -0.162
H (3.802, -2.061, 0.923)  0.128
C (5.435, -1.593, -0.394)  -0.191
O (6.315, -1.168, 0.625)  -0.132
C (6.073, 0.177, 0.978)  -0.193
C (4.620, 0.389, 1.424)  -0.151
H (4.443, -0.192, 2.334)  0.129
H (4.447, 1.444, 1.639)  0.123
H (6.308, 0.832, 0.123)  0.118
H (6.762, 0.405, 1.793)  0.126
H (5.618, -1.015, -1.314)  0.124
H (5.671, -2.642, -0.580)  0.125
H (3.299, -1.751, -0.752)  0.122
H (4.400, 1.317, -1.020)  0.115
H (3.031, 0.314, -1.514)  0.131
H (2.906, 2.963, -0.447)  0.126
H (2.216, 1.880, 0.786)  0.126
H (1.368, -0.185, 0.605)  0.100
H (-0.462, -1.768, 0.842)  0.126
H (-3.523, -3.439, -1.621)  0.114
H (-2.802, -2.128, -2.574)  0.109

Version B
A single C22H27N3O3 molecule, computed with ωB97M-V/def2-TZVPD.

As for the HOMO energy: -8.377 eV. Its HOMO-LUMO gap is 9.057 eV. As for the multiplicity: 1. The SMILES is O=C(CN1CCN(Cc2ccccc2)CC1)NC[C@@H]1COc2ccccc2O1.

Each line ends with the Löwdin charge.
Cartesian coordinates (Å):
O (1.055, -0.231, -3.748)  0.059
C (0.638, -0.313, -2.612)  -0.499
N (1.406, -0.638, -1.553)  0.075
H (0.952, -0.728, -0.655)  0.141
C (2.794, -0.994, -1.674)  -0.101
C (3.012, -2.506, -1.554)  -0.268
C (2.239, -3.300, -2.611)  -0.114
H (2.526, -2.999, -3.619)  0.144
O (2.524, -4.674, -2.495)  -0.015
C (2.471, -5.132, -1.204)  -0.201
C (2.412, -6.504, -0.988)  -0.004
C (2.327, -7.004, 0.297)  -0.096
C (2.289, -6.138, 1.379)  -0.096
C (2.368, -4.774, 1.177)  -0.007
C (2.473, -4.262, -0.110)  -0.193
O (2.587, -2.902, -0.262)  0.001
H (2.357, -4.080, 2.002)  0.117
H (2.208, -6.526, 2.383)  0.100
H (2.281, -8.070, 0.453)  0.100
H (2.429, -7.155, -1.847)  0.119
H (1.163, -3.126, -2.473)  0.142
H (4.085, -2.730, -1.668)  0.168
H (3.368, -0.494, -0.888)  0.132
H (3.134, -0.656, -2.655)  0.132
C (-0.822, -0.074, -2.239)  -0.103
N (-0.958, 0.356, -0.862)  -0.190
C (-0.550, 1.743, -0.692)  -0.160
C (-0.574, 2.106, 0.797)  -0.154
N (-1.866, 1.887, 1.419)  -0.171
C (-2.306, 0.533, 1.155)  -0.168
C (-2.300, 0.167, -0.335)  -0.170
H (-2.577, -0.884, -0.450)  0.122
H (-3.042, 0.779, -0.877)  0.124
H (-3.307, 0.393, 1.569)  0.119
H (-1.616, -0.137, 1.678)  0.123
C (-2.849, 2.916, 1.118)  -0.159
C (-2.439, 4.230, 1.728)  -0.230
C (-2.494, 5.410, 1.000)  -0.047
C (-2.125, 6.612, 1.579)  -0.088
C (-1.691, 6.645, 2.893)  -0.096
C (-1.629, 5.470, 3.625)  -0.082
C (-2.003, 4.271, 3.047)  -0.041
H (-1.952, 3.350, 3.606)  0.114
H (-1.289, 5.491, 4.650)  0.101
H (-1.401, 7.582, 3.344)  0.099
H (-2.174, 7.524, 1.002)  0.101
H (-2.829, 5.391, -0.028)  0.109
H (-3.796, 2.599, 1.569)  0.132
H (-3.025, 3.054, 0.039)  0.112
H (-0.291, 3.152, 0.931)  0.122
H (0.150, 1.478, 1.324)  0.125
H (0.463, 1.861, -1.082)  0.124
H (-1.210, 2.423, -1.258)  0.125
H (-1.254, 0.636, -2.963)  0.136
H (-1.342, -1.029, -2.365)  0.133

Energetically preferred structure: version B | next structure: +158.6 kJ/mol

Version A
A single C2H5IS molecule, computed with ωB97M-V/def2-TZVPD.

As for the HOMO energy: -9.474 eV. Its HOMO-LUMO gap is 9.525 eV. As for the multiplicity: 1. The SMILES is SCCI.

Each line ends with the Löwdin charge.
Cartesian coordinates (Å):
C (0.522, 0.419, -0.280)  -0.638
C (-0.150, -0.692, 0.461)  -0.622
S (-0.581, 0.719, -1.775)  0.682
I (0.961, -1.343, 2.382)  0.543
H (0.763, 1.380, 0.294)  0.092
H (1.514, 0.355, -0.856)  0.080
H (-0.305, -1.651, 0.040)  0.011
H (-1.088, -0.319, 0.844)  0.026
H (-1.636, 1.132, -1.110)  -0.174

Version B
2 unconnected molecules or ions with the total composition C2H5IS, computed with ωB97M-V/def2-TZVPD.

As for the HOMO energy: -9.187 eV. Its HOMO-LUMO gap is 8.526 eV. As for the multiplicity: 1. The SMILES is C=S.CI.

Each line ends with the Löwdin charge.
Cartesian coordinates (Å):
C (-1.149, -0.936, 1.849)  -0.551
C (0.864, 0.700, -1.136)  -0.493
S (-0.673, -2.050, 0.813)  0.638
I (1.449, 1.850, -2.956)  0.564
H (-0.578, -0.566, 2.645)  -0.010
H (-2.122, -0.667, 1.857)  -0.046
H (-0.188, 0.797, -1.336)  -0.039
H (1.072, -0.339, -1.352)  -0.016
H (1.325, 1.211, -0.384)  -0.049

Energetically preferred structure: version A | next structure: +106.8 kJ/mol